#w
C4H4O2S in the gas phase, computed with the ωB97M-V functional and the def2-TZVPD basis.

Element x y z (Å)
C1 0.5305 0.6271 1.9394
C2 1.4297 0.1997 1.1889
C3 -0.9289 0.3439 -0.7706
C4 0.0933 -0.6337 -0.6376
O1 -2.4196 0.4099 -2.7990
O2 1.3310 -0.2374 -0.1216
S1 -2.2061 1.0093 -1.4561
H1 -0.4500 0.8589 2.4914
H2 2.4773 0.1033 1.6039
H3 -0.2553 -1.4960 0.0955
H4 0.3981 -1.1849 -1.5343

Computed properties:
M ... 116.14 g/mol
Spin multiplicity ... 1
Kohn-Sham gap (spin up / spin down) ... 7.4896 / 9.0831 eV

***

#x
C4H4O2S in the gas phase, computed with the ωB97M-V functional and the def2-TZVPD basis.

Element x y z (Å)
O1 -2.2248 -1.3587 0.0912
C1 -1.1097 -0.4421 -0.1433
C2 -1.0794 0.9016 -0.0961
C3 0.3805 1.0844 -0.0759
C4 0.9703 -0.1562 -0.0966
S1 2.4971 -0.8358 -0.0516
O2 0.0333 -1.1190 -0.1378
H1 -1.8178 -2.1736 -0.2257
H2 -1.8099 1.6593 0.2390
H3 0.8973 2.0812 -0.1432
H4 3.2631 0.3589 0.6400

Computed properties:
M ... 116.14 g/mol
Spin multiplicity ... 1
SMILES string ... Oc1ccc(S)o1
Kohn-Sham gap ... 8.2142 eV

***

#x ends up most stable, edging out the next structure by 510.5 kJ/mol.

***

#w
2 unconnected molecules or ions with the total composition C4H4O2S, computed with the ωB97M-V functional and the def2-TZVPD basis.

Element x y z (Å)
C1 -0.7352 0.8076 1.0630
C2 0.0479 -0.0751 1.6786
C3 1.0640 0.0598 -1.6872
C4 -0.6057 -0.6757 -0.6060
O1 1.2429 1.2265 -1.7216
O2 -1.2379 0.4411 -0.1424
S1 0.2150 -1.5443 0.7218
H1 -1.0453 1.7742 1.4125
H2 0.5322 0.0070 2.6285
H3 1.7014 -0.7483 -2.0505
H4 -1.1792 -1.2727 -1.2966

Computed properties:
M ... 116.14 g/mol
Spin multiplicity ... 1
Kohn-Sham gap ... 8.0893 eV

***

#x
C4H4O2S in the gas phase, computed with the ωB97M-V functional and the def2-TZVPD basis.

Element x y z (Å)
O1 2.6579 -0.9122 -0.1449
C1 1.6042 -0.3980 -0.0241
C2 0.9886 0.8681 -0.3356
C3 -0.2856 0.9236 0.0303
C4 -0.7639 -0.3722 0.7381
S1 -2.0176 -1.1791 -0.2384
O2 0.3526 -1.1619 0.7972
H1 1.5064 1.7347 -0.6609
H2 -1.1087 1.6679 -0.2885
H3 -1.2208 -0.2522 1.7360
H4 -1.7131 -0.9188 -1.6092

Computed properties:
M ... 116.14 g/mol
Spin multiplicity ... 1
SMILES string ... O=C1C=C[C@@H](S)O1
Kohn-Sham gap ... 9.1626 eV

***

#x ends up most stable, edging out the next structure by 141.2 kJ/mol.